Entry from the Open Molecules 2025 dataset: C6H3F8N in the gas phase (the ωB97M-V functional and the def2-TZVPD basis).

total charge = 0
ΔE to the lowest compared entry with this formula, charge and spin = 5.760 eV
LUMO = 0.355 eV
HOMO = -11.631 eV
structure (SMILES) = F[C@H]1C=C[C@@](F)(N(F)F)C(F)(F)C1(F)F
gap between HOMO and LUMO = 0.4405 Eh

Last column: Mulliken charge in e.
Element x y z (Å)
F1 -2.089 -0.069 0.226  -0.309
F2 0.276 -1.693 -2.725  -0.200
F3 -0.515 -1.921 1.867  -0.338
F4 1.464 0.156 -2.597  -0.213
F5 -1.195 0.584 -2.173  -0.344
F6 1.139 -1.422 0.603  -0.261
F7 1.252 0.229 2.696  -0.307
F8 -1.448 -2.053 -0.512  -0.299
N1 0.748 -0.740 -1.832  0.214
C1 0.405 1.598 0.900  -0.848
C2 -0.280 -0.005 -1.256  0.573
C3 0.514 1.486 -0.416  -0.376
C4 0.134 0.411 1.839  0.333
C5 -0.009 -0.909 1.033  0.360
C6 -0.990 -0.816 -0.167  0.640
H1 -0.838 0.621 2.289  0.328
H2 0.699 2.431 1.424  0.521
H3 0.735 2.112 -1.199  0.526

---

Entry from the Open Molecules 2025 dataset: 2 unconnected molecules or ions with the total composition C6H3FNO12P2 (the ωB97M-V functional and the def2-TZVPD basis).

total charge = -3
LUMO = 6.416 eV
HOMO = 3.493 eV
gap between HOMO and LUMO = 0.1074 Eh

Last column: Mulliken charge in e.
Element x y z (Å)
P1 -2.756 2.200 1.985  0.471
P2 -0.590 -2.223 -0.206  0.839
F1 4.272 -0.130 -2.488  -0.266
O1 -1.572 1.372 1.428  -0.071
O2 0.421 -2.795 1.060  -0.540
O3 -3.741 2.518 0.846  -0.749
O4 -2.209 3.513 2.573  -0.738
O5 2.006 -0.204 1.643  -0.567
O6 0.608 3.119 -0.441  -0.674
O7 -0.081 -2.938 -1.498  -0.776
O8 2.825 -1.716 -1.621  -0.371
O9 -3.471 1.393 3.084  -0.885
O10 -1.010 1.769 -1.554  -0.257
O11 -2.207 -2.740 0.002  -0.504
O12 -2.756 0.102 -1.171  -0.635
N1 3.355 0.195 -0.233  -0.246
C1 0.155 1.971 -0.709  0.137
C2 3.405 -0.640 -1.448  0.479
C3 2.030 0.148 0.419  -0.068
C4 0.656 0.544 -0.246  0.480
C5 -1.558 0.526 -1.121  0.248
C6 -0.427 -0.386 -0.510  0.632
H1 4.015 -0.277 0.418  0.362
H2 1.306 -2.844 0.621  0.356
H3 -2.676 -2.477 -0.832  0.344

---

Entry from the Open Molecules 2025 dataset: a gas-phase ion, C6H3N2OS (charge -1) (the ωB97M-V functional and the def2-TZVPD basis).

total charge = -1
ΔE to the lowest compared entry with this formula, charge and spin = 0.000 eV
LUMO (spin up / spin down) = 2.480 / 2.527 eV
HOMO (spin up / spin down) = -3.253 / -3.815 eV
gap between HOMO and LUMO (spin up / spin down) = 0.2107 / 0.2331 Eh

Last column: Mulliken charge in e.
Element x y z (Å)
S1 -0.236 -2.067 -2.291  -0.518
O1 0.471 3.970 -0.233  -0.595
N1 -0.144 -1.782 3.577  -0.539
N2 -0.199 -1.256 0.169  -0.200
C1 0.331 2.861 -0.651  0.538
C2 0.182 1.614 -0.760  -0.864
C3 -0.129 -1.242 2.546  0.287
C4 0.084 0.499 -1.526  -0.050
C5 -0.103 -0.833 -1.115  0.331
C6 -0.114 -0.586 1.347  -0.273
H1 0.162 0.600 -2.609  0.335
H2 0.025 0.484 1.311  0.347
H3 -0.330 -2.262 0.236  0.200

---

Entry from the Open Molecules 2025 dataset: C6H3NO in the gas phase (the ωB97M-V functional and the def2-TZVPD basis).

total charge = 0
ΔE to the lowest compared entry with this formula, charge and spin = 3.336 eV
LUMO = -1.597 eV
HOMO = -9.920 eV
structure (SMILES) = C#C/C=C/C(=O)C#N
gap between HOMO and LUMO = 0.3059 Eh

Last column: Mulliken charge in e.
Element x y z (Å)
O1 -2.128 -1.589 -0.063  -0.510
N1 -1.634 2.145 -0.208  -0.394
C1 -1.410 -0.572 0.076  0.597
C2 3.601 0.007 -0.082  0.054
C3 2.347 0.099 -0.062  -0.518
C4 0.066 -0.875 -0.055  -0.111
C5 -1.674 0.938 0.117  0.115
C6 0.933 0.173 0.280  -0.420
H1 4.597 -0.122 -0.214  0.455
H2 0.586 1.128 0.779  0.331
H3 0.093 -1.939 -0.247  0.399

---

Entry from the Open Molecules 2025 dataset: a molecular structure, C6H3NO (the ωB97M-V functional and the def2-TZVPD basis).

total charge = 0
ΔE to the lowest compared entry with this formula, charge and spin = 4.530 eV
LUMO = 0.114 eV
HOMO = -10.851 eV
gap between HOMO and LUMO = 0.4029 Eh

Last column: Mulliken charge in e.
Element x y z (Å)
O1 -0.021 0.453 1.679  -0.533
N1 0.616 2.792 -0.523  -0.410
C1 2.251 -1.091 -0.454  0.148
C2 1.248 -0.550 -0.061  -1.059
C3 0.069 0.346 0.285  1.659
C4 -1.135 -0.170 -0.325  -1.184
C5 -2.259 -0.505 -0.599  0.189
C6 0.335 1.680 -0.249  -0.129
H1 -3.250 -0.785 -0.974  0.420
H2 -0.891 -0.379 1.916  0.439
H3 3.036 -1.791 -0.694  0.460

---

Entry from the Open Molecules 2025 dataset: C6H3P in the gas phase (the ωB97M-V functional and the def2-TZVPD basis).

total charge = 0
spin multiplicity = 3
LUMO (spin up / spin down) = 0.009 / -3.101 eV
HOMO (spin up / spin down) = -6.621 / -9.502 eV
gap between HOMO and LUMO (spin up / spin down) = 0.2436 / 0.2352 Eh

Last column: Löwdin spin population.
Element x y z (Å)
P1 -1.486 -0.202 1.721  0.421
C1 -0.476 0.457 0.753  0.576
C2 -2.282 -1.367 0.523  0.102
C3 -2.449 -2.364 -0.157  0.061
C4 0.417 1.366 0.318  0.512
C5 1.909 1.062 0.237  0.037
C6 2.944 0.677 0.736  0.228
H1 -2.667 -3.243 -0.647  0.003
H2 3.473 0.600 1.589  0.019
H3 0.238 2.558 0.497  0.041

---

Entry from the Open Molecules 2025 dataset: C6H4 in the gas phase (the ωB97M-V functional and the def2-TZVPD basis).

total charge = 0
ΔE to the lowest compared entry with this formula, charge and spin = 2.265 eV
LUMO = 0.140 eV
HOMO = -8.544 eV
gap between HOMO and LUMO = 0.3191 Eh

Last column: Mulliken charge in e.
Element x y z (Å)
C1 -2.808 0.024 -0.038  0.027
C2 -2.051 -1.173 0.079  -1.025
C3 -1.443 0.124 0.057  0.617
C4 0.764 0.050 0.049  0.397
C5 1.800 -0.753 0.048  -0.698
C6 -0.300 0.868 0.045  -0.646
H1 2.067 -1.414 0.778  0.280
H2 -0.099 1.847 0.234  0.366
H3 2.450 -0.885 -0.742  0.275
H4 -3.694 0.550 -0.039  0.407